Arrangement w

15
Properties=species:S:1:pos:R:3 method="wB97M-V/def2-TZVPD" orbital_gap_ha=0.2587 total_charge=+1 lumo_energy_ev=-6.18 smiles="C=CNC(=[NH2+])NS" e_homo_ev=-13.220
C 2.725 -1.014 -0.016
C 1.489 -0.729 0.351
N 0.901 0.517 0.145
C -0.479 0.551 0.020
N -0.996 1.882 -0.025
N -1.468 -0.369 0.068
S -3.568 -0.533 0.126
H 3.476 -0.393 -0.295
H 3.085 -1.960 0.271
H 0.714 -1.449 0.624
H 1.386 1.365 -0.177
H -0.650 2.732 -0.285
H -2.052 1.751 0.155
H -1.192 -1.336 0.159
H -3.372 -1.015 -1.120

***

Arrangement x

15
Properties=species:S:1:pos:R:3 method="wB97M-V/def2-TZVPD" orbital_gap_ha=0.2368 total_charge=+1 lumo_energy_ev=-6.67 e_homo_ev=-13.113
N 2.089 -1.041 0.407
N 0.842 -1.156 0.159
C -0.024 -0.974 1.216
N -0.984 0.153 1.283
C -1.415 0.887 0.323
C -1.139 0.948 -1.130
S 0.441 1.899 -1.503
H 2.623 -1.130 -0.459
H 2.540 -1.219 1.319
H 0.479 -0.954 2.149
H -0.785 -1.770 1.217
H -1.975 1.531 0.923
H -0.869 -0.176 -1.378
H -1.919 1.365 -1.751
H 0.096 1.638 -2.776

***

The calculated energies rank the structures as follows, beginning with the most stable: arrangement w, arrangement x.

***

Arrangement w

12
Properties=species:S:1:pos:R:3 method="wB97M-V/def2-TZVPD" orbital_gap_ha=0.3530 total_charge=0 lumo_energy_ev=0.40 smiles=CC[C@@H](O)I e_homo_ev=-9.204
C -1.418 -0.303 -0.015
C 0.092 -0.676 0.254
C 1.009 0.396 -0.421
O 0.788 1.617 0.120
I 3.221 -0.165 -0.088
H -2.010 -0.953 -0.838
H -2.038 -0.180 0.888
H -1.320 0.733 -0.413
H 0.303 -0.651 1.341
H 0.261 -1.710 0.030
H 1.068 0.415 -1.518
H 0.042 1.475 0.661

***

Arrangement x

12
Properties=species:S:1:pos:R:3 method="wB97M-V/def2-TZVPD" orbital_gap_ha=0.3545 total_charge=0 lumo_energy_ev=0.66 e_homo_ev=-8.983
C -0.574 -1.393 0.261
C -0.014 1.397 -0.056
C 0.623 -0.317 0.554
O 1.786 -0.720 0.022
I 0.642 -0.110 2.730
H -0.208 -2.299 0.655
H -0.612 -1.298 -0.891
H -1.413 -1.025 0.888
H 0.093 1.205 -1.100
H 0.432 2.284 0.253
H -1.026 1.181 0.387
H 2.520 -0.146 0.236

***

The calculated energies rank the structures as follows, beginning with the most stable: arrangement w, arrangement x.

***

Arrangement w

6
Properties=species:S:1:pos:R:3 method="wB97M-V/def2-TZVPD" orbital_gap_ha=0.3447 total_charge=0 lumo_energy_ev=-0.46 smiles=PN(Cl)Cl e_homo_ev=-9.842
P 0.364 -0.527 0.947
N -0.634 -0.112 -0.450
Cl 0.139 0.930 -1.604
Cl -2.100 0.709 0.222
H 0.995 -1.500 0.266
H 1.236 0.501 0.620

***

Arrangement x

6
Properties=species:S:1:pos:R:3 method="wB97M-V/def2-TZVPD" orbital_gap_ha=0.3351 total_charge=0 lumo_energy_ev=-1.13 smiles=NP(Cl)Cl e_homo_ev=-10.253
N -0.933 0.226 -0.030
P 0.541 0.387 -0.736
Cl 1.676 -1.738 0.223
Cl 1.332 1.656 0.588
H -1.645 -0.002 -0.645
H -0.970 -0.529 0.599

***

The calculated energies rank the structures as follows, beginning with the most stable: arrangement x, arrangement w.

***

Arrangement w

114
Properties=species:S:1:pos:R:3 method="wB97M-V/def2-TZVPD" orbital_gap_ha="0.2008 / 0.2008" total_charge=-1 lumo_energy_ev="1.75 / 1.75" e_homo_ev="-3.715 / -3.715"
Rb 11.910 12.409 10.979
C 8.124 12.138 7.009
N 7.694 10.902 7.616
C 6.736 10.035 6.955
C 8.395 10.438 8.760
N 9.711 10.370 8.937
C 10.592 10.316 7.787
C 11.934 9.863 8.224
N 12.878 10.833 8.705
C 14.074 10.196 9.338
C 13.833 9.237 10.514
N 14.283 9.836 11.735
C 14.368 9.060 12.793
N 13.992 7.713 12.866
C 14.906 6.680 13.269
C 12.608 7.302 12.551
N 14.794 9.637 13.954
C 15.278 11.004 13.939
C 14.566 9.064 15.297
C 13.322 11.802 7.675
C 14.064 13.052 8.129
N 13.254 14.082 8.850
C 13.672 15.347 8.823
N 14.962 15.712 8.491
C 15.194 16.891 7.616
C 16.138 15.089 9.128
N 12.797 16.344 9.200
C 11.380 16.066 9.178
C 13.235 17.579 9.868
N 7.564 10.184 9.846
C 8.066 9.468 10.993
C 6.138 10.534 9.872
H 7.292 12.654 6.545
H 8.898 11.989 6.245
H 8.566 12.757 7.783
H 7.053 9.875 5.925
H 5.732 10.469 6.900
H 6.622 9.097 7.491
H 10.596 11.326 7.297
H 10.214 9.621 6.968
H 12.395 9.407 7.309
H 11.802 9.079 8.964
H 14.743 11.014 9.725
H 14.693 9.665 8.564
H 14.332 8.295 10.251
H 12.760 8.983 10.562
H 15.829 7.138 13.642
H 15.161 5.975 12.471
H 14.439 6.095 14.089
H 11.844 8.048 12.713
H 12.368 6.401 13.146
H 12.589 6.993 11.491
H 15.768 11.136 12.987
H 15.934 11.145 14.783
H 14.443 11.706 13.966
H 14.634 7.995 15.266
H 13.602 9.351 15.692
H 15.329 9.460 15.936
H 12.472 12.211 7.039
H 13.972 11.301 6.942
H 14.485 13.499 7.225
H 14.898 12.782 8.785
H 14.358 17.008 6.921
H 16.170 16.779 7.121
H 15.230 17.816 8.235
H 15.799 14.432 9.950
H 16.775 15.891 9.549
H 16.705 14.536 8.388
H 11.177 15.283 8.478
H 10.860 16.995 8.915
H 10.969 15.708 10.112
H 14.288 17.508 10.141
H 12.654 17.634 10.845
H 13.050 18.494 9.320
H 8.548 8.544 10.605
H 7.331 9.363 11.774
H 8.889 10.074 11.429
H 6.038 11.598 10.058
H 5.673 9.895 10.671
H 5.635 10.284 8.960
N 7.326 13.548 13.505
C 8.445 13.916 12.849
S 8.731 13.684 11.223
N 9.234 14.710 13.682
N 10.475 14.688 13.340
C 11.333 15.291 14.157
C 12.752 15.251 14.027
C 13.525 15.983 14.953
C 14.896 15.869 14.919
C 15.495 15.114 13.860
C 14.666 14.445 12.991
N 13.312 14.505 13.024
H 6.649 12.995 13.030
H 7.213 13.653 14.506
H 10.863 15.840 15.041
H 12.990 16.657 15.647
H 15.518 16.369 15.650
H 16.571 15.001 13.815
H 15.074 13.858 12.163
F 11.496 7.762 15.150
C 10.401 8.451 15.515
F 10.461 8.608 16.868
F 9.323 7.713 15.264
S 10.456 10.146 14.717
O 10.493 9.879 13.264
O 11.655 10.632 15.382
N 9.188 10.911 15.089
S 7.896 11.086 15.991
O 7.547 12.476 16.126
O 7.838 10.266 17.167
C 6.462 10.406 14.963
F 6.497 9.068 14.727
F 5.239 10.612 15.524
F 6.395 10.995 13.769

***

Arrangement x

114
Properties=species:S:1:pos:R:3 method="wB97M-V/def2-TZVPD" orbital_gap_ha="0.2238 / 0.2238" total_charge=-1 lumo_energy_ev="1.71 / 1.71" e_homo_ev="-4.385 / -4.384"
Rb 1.179 -0.234 0.224
C 2.855 5.373 1.375
N 3.690 4.289 1.901
C 5.003 4.813 2.372
C 3.328 2.968 1.714
N 2.093 2.511 1.813
C 1.206 3.245 2.645
C 0.212 2.374 3.414
N -0.718 1.499 2.695
C -1.382 0.582 3.685
C -2.299 -0.489 3.133
N -1.574 -1.573 2.523
C -2.220 -2.712 2.429
N -3.620 -2.770 2.403
C -4.326 -2.017 1.349
C -4.406 -3.764 3.136
N -1.539 -3.897 2.369
C -0.221 -3.959 3.005
C -1.944 -4.959 1.450
C -1.781 2.273 1.981
C -1.425 2.603 0.502
N -1.784 1.601 -0.502
C -2.548 1.913 -1.482
N -3.477 3.004 -1.531
C -4.656 3.011 -0.656
C -3.495 4.046 -2.561
N -2.502 1.152 -2.645
C -1.331 0.341 -2.975
C -3.694 0.970 -3.451
N 4.341 2.137 1.322
C 4.447 0.836 1.910
C 5.308 2.558 0.340
H 2.442 5.971 2.194
H 2.052 5.020 0.713
H 3.494 6.053 0.807
H 5.612 5.133 1.474
H 5.508 4.065 2.983
H 4.820 5.678 3.041
H 0.531 3.952 2.086
H 1.813 3.843 3.372
H -0.345 3.074 4.021
H 0.741 1.642 4.022
H -1.935 1.216 4.444
H -0.551 0.066 4.200
H -3.001 -0.017 2.425
H -2.943 -0.905 3.941
H -3.629 -1.386 0.786
H -5.050 -1.353 1.816
H -4.805 -2.724 0.665
H -3.719 -4.292 3.858
H -4.870 -4.569 2.497
H -5.222 -3.191 3.631
H -0.204 -3.241 3.831
H 0.656 -3.720 2.366
H -0.110 -4.955 3.448
H -2.136 -5.950 1.891
H -1.174 -5.124 0.673
H -2.901 -4.663 0.996
H -2.035 3.205 2.505
H -2.747 1.692 2.036
H -0.319 2.685 0.485
H -1.874 3.570 0.253
H -4.863 2.038 -0.148
H -5.529 3.180 -1.296
H -4.546 3.817 0.149
H -2.944 3.861 -3.480
H -3.029 5.005 -2.168
H -4.516 4.272 -2.812
H -0.442 0.935 -2.774
H -1.393 0.101 -4.042
H -1.374 -0.583 -2.434
H -3.785 1.657 -4.329
H -4.589 1.122 -2.817
H -3.728 -0.088 -3.795
H 5.505 0.747 2.184
H 4.193 0.012 1.205
H 3.789 0.803 2.785
H 4.861 3.293 -0.387
H 5.789 1.723 -0.186
H 6.156 3.155 0.850
N 4.966 -4.371 0.839
C 4.192 -3.275 0.619
S 3.127 -2.698 1.875
N 4.503 -2.758 -0.633
N 3.907 -1.564 -0.912
C 4.203 -1.183 -2.129
C 3.781 0.076 -2.699
C 4.211 0.337 -4.043
C 3.721 1.401 -4.706
C 2.802 2.263 -4.077
C 2.436 1.982 -2.750
N 2.909 0.928 -2.045
H 4.958 -4.910 1.674
H 5.477 -4.705 0.020
H 4.717 -1.885 -2.819
H 4.939 -0.347 -4.467
H 3.976 1.580 -5.731
H 2.295 3.051 -4.604
H 1.744 2.649 -2.237
F 0.311 -2.870 -4.402
C 0.928 -3.688 -3.502
F 2.112 -3.198 -3.106
F 1.102 -4.932 -3.988
S -0.213 -3.758 -1.951
O -0.206 -2.418 -1.406
O 0.275 -4.878 -1.194
N -1.582 -4.173 -2.552
S -2.730 -4.463 -3.585
O -2.864 -3.540 -4.690
O -2.773 -5.886 -3.883
C -4.141 -4.120 -2.421
F -4.061 -5.044 -1.424
F -4.041 -2.840 -1.890
F -5.356 -4.311 -3.033

***

The calculated energies rank the structures as follows, beginning with the most stable: arrangement w, arrangement x.

***

Arrangement w

19
Properties=species:S:1:pos:R:3 method="wB97M-V/def2-TZVPD" orbital_gap_ha=0.3404 total_charge=0 lumo_energy_ev=0.71 smiles="C[C@@]12CC[C@@H](C=C1O)O2" e_homo_ev=-8.552
C -1.157 0.195 -1.880
C -0.384 0.204 -0.590
C -0.804 -1.036 0.524
C -0.350 -0.437 1.812
C 0.300 1.042 1.253
C 1.541 0.686 0.525
C 1.108 0.148 -0.629
O 1.758 -0.478 -1.635
O -0.619 1.328 0.230
H -2.232 0.258 -1.683
H -0.934 -0.726 -2.429
H -0.853 1.056 -2.495
H -1.885 -1.131 0.439
H -0.307 -1.962 0.227
H -1.168 -0.180 2.484
H 0.429 -0.987 2.331
H 0.321 1.812 2.016
H 2.537 0.748 0.921
H 2.700 -0.541 -1.424

***

Arrangement x

19
Properties=species:S:1:pos:R:3 method="wB97M-V/def2-TZVPD" orbital_gap_ha="0.3364 / 0.3364" total_charge=0 lumo_energy_ev="0.16 / 0.16" e_homo_ev="-8.994 / -8.993"
C -0.255 0.081 -0.202
C 2.619 0.383 0.315
C 0.093 -1.387 -0.269
C -0.800 0.782 -1.427
C -0.118 0.787 0.987
O 1.501 0.938 -0.327
C -2.156 -0.164 0.835
C -3.287 -0.427 1.194
O 0.044 1.324 1.977
H 2.577 0.469 1.413
H 2.779 -0.677 0.066
H 3.511 0.930 -0.013
H 0.408 -1.781 0.694
H -0.778 -1.942 -0.605
H 0.905 -1.492 -0.989
H -0.010 0.780 -2.174
H -1.675 0.242 -1.780
H -1.081 1.810 -1.211
H -4.276 -0.656 1.515

***

The calculated energies rank the structures as follows, beginning with the most stable: arrangement w, arrangement x.

***

Arrangement w

8
Properties=species:S:1:pos:R:3 method="wB97M-V/def2-TZVPD" orbital_gap_ha=0.3119 total_charge=0 lumo_energy_ev=-0.27 smiles="CC(Br)=C=O" e_homo_ev=-8.761
C -0.730 0.313 0.750
C 0.311 -0.240 -0.157
Br 1.066 -2.021 0.255
C 0.964 0.248 -1.205
O 1.339 0.422 -2.302
H -1.204 -0.653 1.189
H -1.399 0.750 0.123
H -0.345 1.181 1.346

***

Arrangement x

8
Properties=species:S:1:pos:R:3 method="wB97M-V/def2-TZVPD" orbital_gap_ha=0.2888 total_charge=0 lumo_energy_ev=-0.78 e_homo_ev=-8.641
C -0.284 0.226 -0.302
C -1.455 -0.077 0.347
C 1.110 -0.156 0.161
O -0.509 1.296 -0.861
Br -3.041 -0.580 -0.174
H 0.858 -0.375 1.149
H 1.722 0.661 0.062
H 1.599 -0.995 -0.382

***

Arrangement y

8
Properties=species:S:1:pos:R:3 method="wB97M-V/def2-TZVPD" orbital_gap_ha=0.3743 total_charge=0 lumo_energy_ev=-0.43 smiles="C#CC=O.Br" e_homo_ev=-10.617
C 0.855 1.327 -0.237
C 0.346 0.253 -0.062
C -0.282 -0.896 0.389
O -0.008 -2.040 0.236
H 1.215 2.118 -0.827
H -1.290 -0.479 0.853
Br 4.414 0.491 -0.071
H 3.457 -0.470 0.233

***

The calculated energies rank the structures as follows, beginning with the most stable: arrangement w, arrangement y, arrangement x.

***

Arrangement w

55
Properties=species:S:1:pos:R:3 method="wB97M-V/def2-TZVPD" orbital_gap_ha=0.3007 total_charge=0 lumo_energy_ev=-0.32 e_homo_ev=-8.499
O 2.312 1.189 -0.757
C 1.387 0.428 -0.598
C -0.036 0.941 -0.774
C -0.968 -0.258 -0.662
C -2.377 0.237 -0.962
C -2.749 0.603 -2.190
C -2.902 0.113 1.461
N -3.358 0.203 0.061
H 1.484 -0.659 -0.442
H -0.263 1.732 -0.051
H -0.039 1.513 -1.704
H -0.920 -0.663 0.349
H -0.655 -1.093 -1.289
H -3.686 1.110 -2.395
H -2.147 0.496 -3.085
H -3.584 0.574 2.167
H -2.662 -0.912 1.735
H -1.918 0.608 1.473
H -4.021 0.956 -0.048
H 0.922 -3.332 0.375
H 0.598 -2.595 1.723
O 1.274 -2.741 1.055
H 3.505 0.904 1.146
H 2.820 -0.368 1.222
O 2.906 0.436 1.741
H -2.101 -2.248 -0.237
H -3.141 -3.006 0.459
O -2.177 -2.924 0.446
H 1.066 -3.836 -1.974
H 1.263 -2.315 -2.098
O 0.802 -3.002 -1.576
H -1.355 3.128 -1.365
H -0.336 3.704 -2.254
O -1.170 3.950 -1.836
H 0.898 0.131 3.216
H 1.413 -1.196 2.727
O 0.658 -0.610 2.649
H -1.097 -2.692 -3.186
H -2.654 -3.062 -3.501
O -1.732 -3.159 -3.729
H 2.053 3.935 -1.197
H 2.424 3.024 -0.058
O 1.920 3.826 -0.251
H -0.020 3.958 2.015
H -0.325 2.453 1.848
O -0.608 3.252 2.302
H -1.692 1.508 3.371
H -1.635 2.637 4.337
O -1.822 1.693 4.302
H 2.884 -1.750 -3.820
H 1.787 -0.625 -3.679
O 2.214 -1.369 -3.247
H 4.055 -1.764 0.859
H 3.783 -1.860 2.406
O 4.405 -2.036 1.702

***

Arrangement x

55
Properties=species:S:1:pos:R:3 method="wB97M-V/def2-TZVPD" orbital_gap_ha=0.3478 total_charge=0 lumo_energy_ev=0.29 e_homo_ev=-9.173
C 1.987 -2.059 1.429
O 2.926 -1.132 1.927
C 2.158 -2.310 -0.067
C 1.840 -1.060 -0.911
C 0.403 -0.634 -0.856
C 0.055 0.628 -0.622
C -1.031 -2.473 -0.451
N -0.560 -1.575 -1.221
H 2.097 -2.963 2.042
H 1.027 -1.598 1.691
H 3.807 -1.312 1.558
H 1.529 -3.150 -0.427
H 3.249 -2.672 -0.285
H 2.493 -0.278 -0.606
H 2.083 -1.281 -2.051
H 0.763 1.423 -0.419
H -0.954 1.033 -0.629
H -1.787 -3.130 -0.789
H -0.754 -2.630 0.584
H -1.838 -1.357 -4.389
H -0.886 -1.271 -3.204
O -0.939 -1.105 -4.163
H 1.338 1.495 1.893
H 2.570 0.583 1.713
O 2.341 1.473 1.573
H -2.418 -2.820 2.262
H -3.124 -4.146 1.867
O -2.421 -3.539 1.622
H -0.459 2.265 2.873
H -0.856 1.064 1.903
O -0.180 1.440 2.501
H 0.144 1.830 -4.054
H -0.807 0.636 -4.330
O -0.765 1.575 -4.415
H -2.625 2.307 -1.087
H -3.851 2.748 -0.239
O -3.306 2.010 -0.435
H 1.364 3.778 -3.026
H 1.758 2.761 -1.917
O 1.078 2.958 -2.556
H 0.746 -1.004 4.099
H -0.116 0.188 3.624
O -0.118 -0.599 4.232
H -1.613 -1.235 3.740
H -2.574 -0.722 2.605
O -2.484 -1.468 3.303
H -2.745 0.978 0.742
H -1.912 -0.368 0.624
O -2.243 0.283 1.274
H -1.533 2.439 -3.119
H -0.651 3.071 -2.044
O -1.579 2.907 -2.247
H 3.516 3.328 -0.449
H 2.797 2.093 0.079
O 3.058 2.599 -0.753

***

The calculated energies rank the structures as follows, beginning with the most stable: arrangement x, arrangement w.

***

Arrangement w

11
Properties=species:S:1:pos:R:3 method="wB97M-V/def2-TZVPD" orbital_gap_ha="0.2428 / 0.2430" total_charge=0 lumo_energy_ev="-0.88 / -0.88" e_homo_ev="-7.493 / -7.494"
C -1.113 -1.566 -0.634
C -0.521 0.718 -0.597
C 0.822 0.587 0.156
N -1.229 -0.398 -0.689
S 1.849 -0.763 -0.326
S 0.227 0.332 1.910
H -1.548 -2.598 -0.518
H -1.036 1.616 -0.017
H -0.298 1.114 -1.625
H 1.533 1.370 0.018
H 1.314 -0.410 2.324

***

Arrangement x

11
Properties=species:S:1:pos:R:3 method="wB97M-V/def2-TZVPD" orbital_gap_ha=0.3756 total_charge=0 lumo_energy_ev=0.56 smiles=N#C[C@H](S)CS e_homo_ev=-9.662
N -1.987 -0.264 -1.493
C -0.966 -0.224 -0.931
C 0.342 -0.117 -0.353
S 1.496 -1.345 -0.927
C 0.307 0.059 1.103
S -0.243 1.631 1.760
H 0.534 0.792 -0.979
H 0.869 -1.640 -2.088
H 1.258 -0.170 1.561
H -0.418 -0.620 1.508
H -1.193 1.899 0.839

***

Arrangement y

11
Properties=species:S:1:pos:R:3 method="wB97M-V/def2-TZVPD" orbital_gap_ha=0.2766 total_charge=0 lumo_energy_ev=-0.93 smiles="S=CCNC=S" e_homo_ev=-8.453
S -2.814 0.232 -0.118
C -1.612 -0.848 -0.149
C -0.307 -0.554 0.507
N 0.343 0.766 0.210
C 1.669 0.877 -0.075
S 2.742 -0.354 -0.130
H -1.621 -1.768 -0.764
H -0.368 -0.622 1.561
H 0.354 -1.336 0.147
H -0.182 1.645 0.120
H 2.077 1.822 -0.265

***

The calculated energies rank the structures as follows, beginning with the most stable: arrangement x, arrangement y, arrangement w.